{
  "formula": "C7H11FN",
  "method": "wB97M-V/def2-TZVPD",
  "elements": ["C", "C", "C", "C", "C", "C", "C", "N", "F", "H", "H", "H", "H", "H", "H", "H", "H", "H", "H", "H"],
  "coordinates": [[0.637606, -1.835183, -0.358988], [-0.505400, -1.427913, 0.222466], [-3.140871, 0.099616, -0.303811], [-1.865865, 0.480970, -0.516288], [1.889921, -0.997104, -0.481321], [1.683478, 0.211585, 0.401971], [-0.785487, 0.049472, 0.468393], [0.405079, 0.877062, 0.118873], [-1.422089, -2.330701, 0.487236], [0.501701, -2.955286, -0.643465], [-3.834903, 0.318403, -1.037666], [-3.538871, -0.593315, 0.419612], [-1.556034, 1.224220, -1.262865], [2.906760, -1.626970, -0.247603], [2.014168, -0.632693, -1.576228], [1.706109, 0.017882, 1.471980], [2.515564, 0.901850, 0.116731], [-1.209609, 0.276171, 1.454864], [0.303837, 1.866537, 0.627434], [0.079416, 1.212583, -0.822172]],
  "forces_ev_per_angstrom": [[-1.310, -2.414, 0.185], [3.176, 0.825, -0.805], [2.094, -0.089, -0.588], [-1.579, -0.349, 1.601], [0.803, -1.377, -1.516], [2.743, 0.996, -0.986], [-2.001, -0.675, -0.010], [-2.097, 3.183, 1.003], [-1.131, 0.378, 0.182], [1.078, 2.016, 0.368], [-1.436, 0.858, -1.317], [0.568, -0.008, 0.539], [-0.570, -0.465, -0.212], [-2.656, 1.714, -0.265], [-0.048, -0.617, 1.671], [-0.050, -0.128, -0.051], [-0.783, -0.140, 0.677], [0.771, -0.155, 0.104], [0.528, -2.734, -0.706], [1.899, -0.818, 0.125]],
  "total_charge": 1,
  "spin_multiplicity": 1,
  "homo_energy_ev": -13.41,
  "smiles": "C=C[C@@H]1[NH2+]CCC=C1F",
  "e_above_lowest_kj_mol": 281.48,
  "orbital_gap_ev": 9.849
}

=====

{
  "formula": "CH6S3",
  "method": "wB97M-V/def2-TZVPD",
  "elements": ["S", "S", "H", "H", "C", "S", "H", "H", "H", "H"],
  "coordinates": [[-2.978965, 2.436237, 2.164908], [-2.937430, 1.450367, 0.399391], [-3.320447, 1.522121, 3.095710], [-4.225579, 1.422796, 0.047252], [1.925665, -1.494974, -0.719901], [2.354578, 0.163377, -1.373926], [2.768218, -1.901785, -0.165010], [1.077415, -1.279747, -0.081419], [1.757852, -2.184842, -1.540199], [3.578693, -0.133551, -1.826806]],
  "forces_ev_per_angstrom": [[-0.157, 0.743, 0.483], [0.386, -0.622, -0.230], [0.057, -0.299, -0.368], [-0.278, 0.175, 0.114], [0.877, 0.511, -0.416], [0.047, -0.161, 0.047], [-0.159, 0.182, 0.351], [-0.173, -0.534, -0.001], [-0.588, 0.026, 0.047], [-0.011, -0.021, -0.027]],
  "spin_multiplicity": 1,
  "homo_energy_ev": -8.99,
  "smiles": "CS.SS",
  "e_above_lowest_kj_mol": 32.88,
  "orbital_gap_ev": 9.406
}

=====

{
  "formula": "C3H9NS",
  "method": "wB97M-V/def2-TZVPD",
  "elements": ["C", "N", "H", "H", "H", "H", "C", "C", "S", "H", "H", "H", "H", "H"],
  "coordinates": [[-2.490459, -1.334535, 0.813900], [-1.911331, -0.525929, 1.586656], [-2.106654, -2.309303, 0.501297], [-3.465683, -1.075866, 0.401383], [0.077257, -0.941703, -0.939210], [-1.012045, -0.904144, 1.889921], [0.859689, 1.380764, -0.161050], [1.927844, 0.530264, -0.827903], [1.296441, -1.052044, -1.480711], [0.479682, 0.939458, 0.761243], [0.005185, 1.541670, -0.826474], [1.256095, 2.379149, 0.054874], [2.718028, 0.294235, -0.116313], [2.365951, 1.077984, -1.657613]],
  "forces_ev_per_angstrom": [[-0.332, -0.163, -0.261], [0.206, 0.019, 0.066], [0.166, 0.013, 0.098], [0.008, 0.097, 0.056], [-0.024, -0.048, -0.015], [-0.024, 0.011, 0.026], [-0.193, 0.331, -0.226], [-0.029, 0.011, 0.230], [-0.093, 0.030, 0.020], [0.089, -0.004, -0.036], [0.090, -0.131, 0.029], [0.029, -0.193, 0.148], [0.046, 0.066, -0.043], [0.061, -0.041, -0.093]],
  "spin_multiplicity": 1,
  "homo_energy_ev": -9.06,
  "smiles": "C=N.CCS",
  "e_above_lowest_kj_mol": 101.60,
  "orbital_gap_ev": 9.951
}

=====

Please write out number 2 again, unchanged.
{
  "formula": "CH6S3",
  "method": "wB97M-V/def2-TZVPD",
  "elements": ["S", "S", "H", "H", "C", "S", "H", "H", "H", "H"],
  "coordinates": [[-2.978965, 2.436237, 2.164908], [-2.937430, 1.450367, 0.399391], [-3.320447, 1.522121, 3.095710], [-4.225579, 1.422796, 0.047252], [1.925665, -1.494974, -0.719901], [2.354578, 0.163377, -1.373926], [2.768218, -1.901785, -0.165010], [1.077415, -1.279747, -0.081419], [1.757852, -2.184842, -1.540199], [3.578693, -0.133551, -1.826806]],
  "forces_ev_per_angstrom": [[-0.157, 0.743, 0.483], [0.386, -0.622, -0.230], [0.057, -0.299, -0.368], [-0.278, 0.175, 0.114], [0.877, 0.511, -0.416], [0.047, -0.161, 0.047], [-0.159, 0.182, 0.351], [-0.173, -0.534, -0.001], [-0.588, 0.026, 0.047], [-0.011, -0.021, -0.027]],
  "spin_multiplicity": 1,
  "homo_energy_ev": -8.99,
  "smiles": "CS.SS",
  "e_above_lowest_kj_mol": 32.88,
  "orbital_gap_ev": 9.406
}

=====

Copy entry 2 word for word.
{
  "formula": "CH6S3",
  "method": "wB97M-V/def2-TZVPD",
  "elements": ["S", "S", "H", "H", "C", "S", "H", "H", "H", "H"],
  "coordinates": [[-2.978965, 2.436237, 2.164908], [-2.937430, 1.450367, 0.399391], [-3.320447, 1.522121, 3.095710], [-4.225579, 1.422796, 0.047252], [1.925665, -1.494974, -0.719901], [2.354578, 0.163377, -1.373926], [2.768218, -1.901785, -0.165010], [1.077415, -1.279747, -0.081419], [1.757852, -2.184842, -1.540199], [3.578693, -0.133551, -1.826806]],
  "forces_ev_per_angstrom": [[-0.157, 0.743, 0.483], [0.386, -0.622, -0.230], [0.057, -0.299, -0.368], [-0.278, 0.175, 0.114], [0.877, 0.511, -0.416], [0.047, -0.161, 0.047], [-0.159, 0.182, 0.351], [-0.173, -0.534, -0.001], [-0.588, 0.026, 0.047], [-0.011, -0.021, -0.027]],
  "spin_multiplicity": 1,
  "homo_energy_ev": -8.99,
  "smiles": "CS.SS",
  "e_above_lowest_kj_mol": 32.88,
  "orbital_gap_ev": 9.406
}

=====

Copy entry 3 word for word.
{
  "formula": "C3H9NS",
  "method": "wB97M-V/def2-TZVPD",
  "elements": ["C", "N", "H", "H", "H", "H", "C", "C", "S", "H", "H", "H", "H", "H"],
  "coordinates": [[-2.490459, -1.334535, 0.813900], [-1.911331, -0.525929, 1.586656], [-2.106654, -2.309303, 0.501297], [-3.465683, -1.075866, 0.401383], [0.077257, -0.941703, -0.939210], [-1.012045, -0.904144, 1.889921], [0.859689, 1.380764, -0.161050], [1.927844, 0.530264, -0.827903], [1.296441, -1.052044, -1.480711], [0.479682, 0.939458, 0.761243], [0.005185, 1.541670, -0.826474], [1.256095, 2.379149, 0.054874], [2.718028, 0.294235, -0.116313], [2.365951, 1.077984, -1.657613]],
  "forces_ev_per_angstrom": [[-0.332, -0.163, -0.261], [0.206, 0.019, 0.066], [0.166, 0.013, 0.098], [0.008, 0.097, 0.056], [-0.024, -0.048, -0.015], [-0.024, 0.011, 0.026], [-0.193, 0.331, -0.226], [-0.029, 0.011, 0.230], [-0.093, 0.030, 0.020], [0.089, -0.004, -0.036], [0.090, -0.131, 0.029], [0.029, -0.193, 0.148], [0.046, 0.066, -0.043], [0.061, -0.041, -0.093]],
  "spin_multiplicity": 1,
  "homo_energy_ev": -9.06,
  "smiles": "C=N.CCS",
  "e_above_lowest_kj_mol": 101.60,
  "orbital_gap_ev": 9.951
}